This record from the OMol25 dataset describes a structure of composition C18H42MgO10S4 in a non-equilibrium geometry. The level of theory is ωB97M-V/def2-TZVPD.

Each line ends with the Mulliken charge.
Geometry (Å):
Mg -1.59583 -0.29759 -0.01234  0.638
C 0.31390 -1.06234 -0.41802  0.068
O 0.25468 0.22104 -0.77592  -0.401
O -0.55841 -1.78536 -1.09598  -0.460
O 0.08690 -1.14568 0.88681  -0.814
C -1.45943 0.39864 -3.30780  -0.465
S -3.12493 0.04059 -2.76168  0.312
O -2.99780 -0.29051 -1.30593  -0.216
C -3.75877 1.70596 -2.91249  -0.882
H -1.06127 1.19801 -2.68268  0.063
H -1.45102 0.78166 -4.32961  0.573
H -0.88934 -0.51808 -3.18265  -0.037
H -3.25118 2.41250 -2.25711  0.095
H -4.84128 1.71944 -2.81012  0.367
H -3.54479 2.02395 -3.93700  0.427
C -1.08994 -3.51760 -4.39413  -0.751
S -0.72031 -5.22188 -3.96633  0.417
O 0.51101 -5.53535 -4.74497  -0.640
C -0.18631 -4.96783 -2.28491  -0.227
H -0.24123 -2.87357 -4.18290  0.177
H -1.98896 -3.18694 -3.86264  0.247
H -1.38894 -3.51109 -5.44115  0.445
H -1.00115 -4.57362 -1.67301  0.012
H 0.65977 -4.28962 -2.18511  -0.084
H 0.10593 -5.92444 -1.85154  0.439
C -1.43494 -2.17922 3.26206  -0.688
S -2.82497 -2.26762 2.17313  0.192
O -2.76241 -1.02094 1.32408  -0.319
C -2.21633 -3.55923 1.09780  -0.830
H -1.66356 -1.62246 4.17147  0.374
H -0.51992 -1.82253 2.78335  0.046
H -1.15541 -3.17680 3.62655  0.449
H -2.20005 -4.52823 1.59331  0.564
H -1.18608 -3.29241 0.84005  0.123
H -2.82209 -3.53100 0.19589  0.284
C -2.85324 3.92693 1.02693  -0.912
S -3.05041 2.20229 1.46561  0.331
O -2.11472 1.48925 0.54307  0.126
C -2.24360 2.24103 3.05477  -0.720
H -1.80446 4.16364 0.87154  0.186
H -3.28633 4.53479 1.82301  0.445
H -3.45610 4.07310 0.13294  0.375
H -2.91120 2.63627 3.81720  0.508
H -1.29633 2.77779 3.00450  0.251
H -1.99586 1.20481 3.29236  0.020
C 4.02431 -2.39576 -1.51222  -1.107
C 4.23833 -1.27487 -0.52748  0.805
O 4.93507 -1.42627 0.44859  -0.583
C 3.59512 0.04666 -0.86195  -0.380
H 4.41190 -3.33339 -1.11489  0.350
H 4.58408 -2.16688 -2.42174  0.357
H 2.97239 -2.58455 -1.73689  0.110
H 3.40982 0.02119 -1.94130  0.344
H 4.19769 0.92547 -0.63997  0.387
H 2.61617 0.19576 -0.39835  -0.370
C 0.83479 3.24139 -0.28291  0.145
C 1.79869 4.38178 -0.49476  0.418
O 1.42855 5.47553 -0.86630  -0.603
C 3.26878 4.11058 -0.26341  -0.944
H -0.09550 3.49436 -0.78288  0.070
H 0.69124 3.13576 0.79740  -0.034
H 1.25981 2.29916 -0.62645  0.094
H 3.64396 3.54150 -1.12055  0.221
H 3.43250 3.51267 0.63156  0.246
H 3.79650 5.06048 -0.28328  0.362
C 1.10240 1.59236 4.85699  -0.526
C 2.14444 0.61517 4.33454  0.525
O 2.77173 -0.08305 5.09337  -0.589
C 2.33428 0.54692 2.84643  0.183
H 0.26229 1.58402 4.16105  -0.274
H 1.55394 2.58498 4.86630  0.333
H 0.76245 1.28273 5.84057  0.354
H 2.52899 1.51311 2.37279  0.000
H 1.38791 0.21755 2.39489  -0.306
H 3.12408 -0.16410 2.62047  0.304

Output
M   571.097 g mol⁻¹
Total energy   -3256.245218 Ha
Orbital gap   7.65 eV